Here is a single C7H12O molecule in a non-equilibrium geometry from the OMol25 dataset. Energies are from ωB97M-V/def2-TZVPD.

LUMO ... 0.846 eV
Orbital gap ... 9.94 eV
Relative energy (zero: lowest compared OMol25 entry of this formula, charge and spin) ... 55.3 kcal/mol
Structure (SMILES) ... C=C(C)CCCC=O
Calculated total energy ... -9498.422 eV

Last column: natural (NBO) charge in e.
CARTESIAN COORDINATES (ANGSTROEM)
C (1.25226, -0.25240, -2.23835)  -0.4210
C (1.56014, -0.82411, -1.07790)  0.0438
C (2.85249, -1.55508, -0.87490)  -0.6501
C (0.31610, -1.04772, -0.17150)  -0.4454
C (-0.22186, 0.31839, 0.17421)  -0.4045
C (-1.53931, 0.18659, 0.95170)  -0.5332
C (-1.79924, 1.56807, 1.36711)  0.4500
O (-2.77576, 1.87933, 1.98996)  -0.5135
H (1.94565, -0.58226, -3.09051)  0.1895
H (0.44616, 0.36797, -2.44418)  0.1902
H (3.71846, -0.96024, -0.98738)  0.2276
H (2.83370, -1.96506, 0.22756)  0.2020
H (2.99067, -2.43375, -1.50006)  0.2251
H (-0.23141, -1.78681, -0.75573)  0.2264
H (0.75659, -1.62168, 0.64776)  0.2031
H (0.54273, 1.05947, 0.62434)  0.2173
H (-0.36887, 0.86058, -0.74938)  0.2123
H (-2.38988, -0.12879, 0.24797)  0.2366
H (-1.67328, -0.42548, 1.84082)  0.2487
H (-0.88795, 2.21898, 1.23686)  0.0950


Here is 3 unconnected molecules or ions with the total composition C4H15NO2 in a non-equilibrium geometry from the OMol25 dataset. Energies are from ωB97M-V/def2-TZVPD.

Net charge ... +1
LUMO (spin up / spin down) ... -3.116 / -8.206 eV
Orbital gap (spin up / spin down) ... 10.78 / 5.69 eV
Relative energy (zero: lowest compared OMol25 entry of this formula, charge and spin) ... 12.7 kcal/mol
Multiplicity ... 2
Calculated total energy ... -9967.288 eV

Last column: natural (NBO) charge in e.
CARTESIAN COORDINATES (ANGSTROEM)
C (1.32863, 1.36728, -0.10776)  -0.6399
C (1.61078, 0.10250, 0.66421)  -0.3822
C (0.51308, -0.98340, 0.34361)  -0.2740
N (-0.81762, -0.48888, 0.54196)  -0.0910
C (-1.90100, -1.44394, 0.66441)  -0.4914
H (1.99592, 2.19312, 0.10795)  0.2640
H (0.35333, 1.82409, 0.09034)  0.1996
H (1.37575, 1.18392, -1.17221)  0.2218
H (1.51364, 0.05846, 1.73281)  0.2278
H (2.59072, -0.28392, 0.39573)  0.2539
H (0.57260, -1.83258, 1.00544)  0.2301
H (0.61126, -1.33549, -0.69222)  0.2798
H (-1.07828, 0.17431, -0.18528)  0.4079
H (-1.98474, -2.17755, -0.13040)  0.2792
H (-2.85688, -0.93357, 0.78878)  0.2592
H (-1.76376, -1.98886, 1.60890)  0.2541
H (-6.97987, 2.30569, -0.47718)  0.4751
H (-5.85534, 1.60992, -1.15961)  0.4604
O (-6.02103, 2.21258, -0.42519)  -0.9354
H (6.28125, -0.64847, -0.79589)  0.4817
H (5.00323, -0.74664, -1.69204)  0.4681
O (5.50833, -0.16859, -1.10637)  -0.9488


Here is 6 unconnected molecules or ions with the total composition C17H37O21PS5 from the OMol25 dataset. Energies are from ωB97M-V/def2-TZVPD.

LUMO ... 0.022 eV
Orbital gap ... 8.64 eV
Relative energy (zero: lowest compared OMol25 entry of this formula, charge and spin) ... 0.0 kcal/mol
Structure (SMILES) ... O=S1(=O)OCCO1.O=S1(=O)OCCO1.O=S1(=O)OCCO1.O=S1(=O)OCCO1.O=S1(=O)OCCO1.CCOCCCCCP
Calculated total energy ... -124686.564 eV

Last column: Mulliken charge in e.
CARTESIAN COORDINATES (ANGSTROEM)
O (4.96861, -6.96410, 0.87202)  -0.5500
S (3.67183, -6.39574, 0.95255)  1.0661
O (3.29509, -5.60128, 2.06201)  -0.4987
O (2.60610, -7.56185, 0.71969)  -0.3332
C (1.71033, -7.22624, -0.35214)  -0.2398
C (2.56691, -6.38168, -1.27766)  -0.2690
O (3.33431, -5.57874, -0.37222)  -0.2426
H (0.86600, -6.66269, 0.04695)  0.2267
H (1.36876, -8.15287, -0.80469)  0.3079
H (1.99075, -5.71141, -1.90961)  0.2492
H (3.23879, -6.99272, -1.88253)  0.2730
O (0.48820, 1.22678, 2.80569)  -0.5837
S (0.18935, 2.56510, 2.43130)  1.0665
O (0.78952, 3.64072, 3.14688)  -0.7224
O (-1.37874, 2.70586, 2.37402)  -0.3259
C (-1.80748, 3.23451, 1.08328)  0.5512
C (-0.75880, 2.70005, 0.13161)  0.6714
O (0.47426, 2.80805, 0.88959)  -0.2554
H (-1.78344, 4.31898, 1.14449)  -0.2061
H (-2.78063, 2.81121, 0.86862)  0.0225
H (-0.64811, 3.28476, -0.77562)  0.4320
H (-0.92451, 1.65396, -0.11955)  -0.6510
O (-1.46744, 8.86201, 0.89682)  -0.5621
S (-1.13409, 7.52014, 1.20306)  1.0778
O (-1.98390, 6.45763, 0.78838)  -0.5741
O (-0.84187, 7.40917, 2.75747)  -0.3262
C (0.44965, 6.80362, 2.99701)  0.2176
C (1.26823, 7.25743, 1.80357)  -0.3763
O (0.33574, 7.16310, 0.70956)  -0.2941
H (0.34164, 5.72150, 3.03439)  -0.0870
H (0.82182, 7.18123, 3.94488)  0.3110
H (2.10691, 6.60414, 1.58229)  0.3260
H (1.60283, 8.29096, 1.90068)  0.2993
O (-4.64271, 1.75421, 0.97202)  -0.6509
S (-4.43125, 0.40993, 0.55870)  1.2310
O (-4.79126, 0.01879, -0.75868)  -0.5945
O (-5.05525, -0.56318, 1.63671)  -0.3783
C (-4.06154, -1.51043, 2.09994)  -0.2654
C (-2.76173, -0.73058, 2.02110)  -0.3791
O (-2.91146, 0.01564, 0.79427)  -0.1513
H (-4.06333, -2.37147, 1.43547)  0.2112
H (-4.32302, -1.80565, 3.11140)  0.3292
H (-1.88236, -1.35741, 1.92726)  0.3714
H (-2.66329, -0.04377, 2.86262)  0.2451
O (-0.25764, -3.15078, -1.32368)  -0.5084
S (-1.64236, -3.15761, -1.02713)  1.0748
O (-2.07778, -3.16609, 0.32637)  -0.5959
O (-2.31471, -4.34740, -1.83613)  -0.3134
C (-3.42653, -3.86472, -2.62181)  -0.4133
C (-3.02983, -2.44048, -2.96252)  -0.3376
O (-2.41255, -1.98095, -1.74739)  -0.2005
H (-4.33061, -3.90139, -2.01412)  0.2963
H (-3.52728, -4.50937, -3.48955)  0.3170
H (-3.87282, -1.78848, -3.17085)  0.3774
H (-2.30198, -2.39767, -3.77410)  0.2629
C (2.00646, 2.68963, -2.37884)  -0.6388
C (1.34484, 1.71168, -3.33001)  -0.3540
O (0.10377, 1.23962, -2.82342)  -0.4179
C (0.05682, -0.12531, -2.43616)  -0.8127
C (0.77227, -0.44291, -1.12158)  1.6839
C (2.21678, -0.94391, -1.24604)  -0.7517
C (3.14457, -0.34456, -0.18908)  -0.9254
C (2.61386, -0.52213, 1.23646)  0.0540
P (2.81614, -2.26384, 1.84224)  -0.1712
H (1.43882, 3.62066, -2.32783)  0.2847
H (3.01619, 2.93090, -2.71576)  0.4006
H (2.06345, 2.28654, -1.36764)  -0.1472
H (1.13178, 2.20264, -4.28377)  0.4616
H (2.00541, 0.86674, -3.54631)  0.2048
H (0.45260, -0.75413, -3.24809)  0.4583
H (-0.99746, -0.33836, -2.34748)  0.1201
H (0.19356, -1.19448, -0.57464)  -0.0424
H (0.73963, 0.47256, -0.52565)  -0.9165
H (2.61043, -0.72975, -2.24284)  0.3223
H (2.22766, -2.03245, -1.14366)  0.3306
H (4.14290, -0.78315, -0.28063)  0.5295
H (3.26628, 0.72557, -0.38751)  0.2327
H (1.54982, -0.30291, 1.28235)  -0.4290
H (3.08626, 0.18817, 1.91354)  0.5452
H (1.87005, -2.19619, 2.88673)  0.0001
H (3.93176, -2.06333, 2.68298)  0.0501


Here is 3 unconnected molecules or ions with the total composition C4H16N2O2 in a non-equilibrium geometry from the OMol25 dataset. Energies are from ωB97M-V/def2-TZVPD.

LUMO ... 0.548 eV
Orbital gap ... 9.44 eV
Relative energy (zero: lowest compared OMol25 entry of this formula, charge and spin) ... 14.5 kcal/mol
Structure (SMILES) ... C[C@@H](N)CCN.O.O
Calculated total energy ... -11482.342 eV

Last column: natural (NBO) charge in e.
CARTESIAN COORDINATES (ANGSTROEM)
C (1.66240, 1.11330, -1.36547)  -0.6006
C (0.96410, 0.31577, -0.24989)  -0.0602
N (0.95854, 1.25822, 0.90496)  -0.8383
C (-0.48379, -0.12826, -0.67302)  -0.4415
C (-1.29062, -0.53869, 0.56562)  -0.2204
N (-0.80931, -1.78353, 1.16895)  -0.8858
H (1.64584, 0.52099, -2.28765)  0.2002
H (1.09309, 2.01955, -1.58921)  0.1873
H (2.67743, 1.40660, -1.12223)  0.2217
H (1.60867, -0.52483, -0.01290)  0.2102
H (0.66170, 0.74922, 1.72875)  0.3432
H (0.29201, 1.98631, 0.67568)  0.3623
H (-0.38800, -1.00249, -1.29800)  0.2177
H (-0.91525, 0.81205, -1.00555)  0.2030
H (-1.36160, 0.33398, 1.23490)  0.1774
H (-2.33438, -0.73215, 0.33277)  0.1832
H (-1.61593, -2.29830, 1.50435)  0.3710
H (-0.06721, -1.76575, 1.84004)  0.3760
O (1.69419, -2.95209, 0.05842)  -0.9705
H (0.74973, -2.79128, 0.15374)  0.4889
H (1.84079, -3.88556, 0.28149)  0.4677
O (-1.93461, 2.76028, 0.06897)  -0.9186
H (-2.63616, 2.09939, -0.06309)  0.4620
H (-2.01161, 3.02728, -0.85161)  0.4641


Here is a single C3HF3 molecule in a non-equilibrium geometry from the OMol25 dataset. Energies are from ωB97M-V/def2-TZVPD.

LUMO ... 0.498 eV
Orbital gap ... 11.48 eV
Relative energy (zero: lowest compared OMol25 entry of this formula, charge and spin) ... 22.1 kcal/mol
Structure (SMILES) ... C#CC(F)(F)F
Calculated total energy ... -11276.690 eV

Last column: natural (NBO) charge in e.
CARTESIAN COORDINATES (ANGSTROEM)
C (1.53368, 0.69906, -0.46400)  -0.1530
C (0.49945, -0.05255, -0.31788)  -0.1467
C (-0.82520, -0.40554, 0.28922)  0.9485
F (-1.50652, 0.58732, -0.27762)  -0.2981
F (-1.34441, -1.55637, -0.11394)  -0.2938
F (-0.87487, -0.38728, 1.70862)  -0.3219
H (2.51786, 1.11536, -0.82441)  0.2652


Here is 2 unconnected molecules or ions with the total composition C4H12NO2 in a non-equilibrium geometry from the OMol25 dataset. Energies are from ωB97M-V/def2-TZVPD.

Net charge ... -1
LUMO ... 3.973 eV
Orbital gap ... 6.96 eV
Relative energy (zero: lowest compared OMol25 entry of this formula, charge and spin) ... 54.8 kcal/mol
Calculated total energy ... -9925.849 eV

Last column: natural (NBO) charge in e.
CARTESIAN COORDINATES (ANGSTROEM)
C (1.62584, 1.59122, 0.58120)  -0.6855
C (1.45927, 0.58836, -0.67477)  -0.2019
N (0.26741, -0.30104, -0.71932)  -0.6526
C (-0.88901, 0.36212, 0.02538)  -0.2485
C (-1.10968, -0.34880, 1.46408)  -0.0510
O (-0.75867, -1.71406, 1.23234)  -0.9839
H (1.30426, 1.24377, 1.56556)  0.2153
H (0.71249, 2.18699, 0.32829)  0.2144
H (2.72507, 1.89283, 0.60751)  0.2018
H (1.58933, 1.21181, -1.63582)  0.1441
H (2.36797, 0.05891, -0.71434)  0.1675
H (0.54613, -1.01835, -0.12357)  0.3917
H (-1.75881, 0.31738, -0.68404)  0.1649
H (-0.68582, 1.42195, 0.15644)  0.1389
H (-0.48575, 0.24150, 2.22621)  0.0824
H (-2.12147, -0.08944, 1.59253)  0.1119
H (-1.70258, -2.59674, -0.94089)  0.5138
H (-1.28747, -2.20151, -2.38852)  0.4698
O (-1.79852, -2.84692, -1.89825)  -0.9933